[1]
Molecular formula: C18H34BN3O7S
Method: DFT, ωB97M-V/def2-TZVPD

```
64
Properties=species:S:1:pos:R:3:lowdin_charge:R:1
N 1.778 2.402 6.603 0.07
B 3.042 2.226 5.729 -0.45
O 3.935 1.067 5.961 0.03
C 3.278 3.400 4.579 -0.04
C 4.571 4.438 4.584 0.00
C 4.719 5.618 3.419 0.00
C 3.533 5.674 2.275 -0.21
N 3.349 6.562 1.061 -0.30
S 1.855 6.118 0.221 0.85
N 1.186 4.767 1.162 -0.27
C 2.245 4.657 2.238 -0.26
C 2.126 3.510 3.404 0.04
H 2.116 3.011 7.407 0.09
H 1.096 3.010 6.057 0.07
H 3.770 0.822 6.939 0.12
H 5.425 4.381 5.410 0.11
H 5.622 6.369 3.367 0.10
H 1.214 2.773 3.431 0.10
C -3.664 -1.519 0.452 -0.10
O -3.178 -0.186 0.418 -0.20
C -3.267 0.499 1.664 -0.18
C -1.934 1.143 2.069 -0.17
O -0.852 0.254 2.362 -0.13
C -0.378 -0.578 1.298 -0.16
C 0.247 0.127 0.089 -0.18
O -0.681 0.950 -0.604 -0.22
C -0.249 2.295 -0.779 -0.10
H -4.703 -1.537 0.104 0.09
H -3.059 -2.118 -0.233 0.06
H -3.594 -1.970 1.446 0.09
H -3.625 -0.150 2.467 0.12
H -4.008 1.300 1.528 0.13
H -2.112 1.696 2.999 0.13
H -1.616 1.895 1.350 0.10
H -1.154 -1.272 0.988 0.10
H 0.404 -1.203 1.745 0.13
H 0.602 -0.627 -0.616 0.10
H 1.122 0.700 0.425 0.13
H 0.409 2.632 0.028 0.05
H -1.131 2.939 -0.789 0.09
H 0.264 2.391 -1.738 0.09
C -0.132 -0.772 -3.265 -0.10
O -0.039 -2.171 -3.041 -0.19
C -1.020 -2.684 -2.144 -0.19
C -1.763 -3.894 -2.727 -0.17
O -2.585 -3.655 -3.873 -0.12
C -1.938 -3.201 -5.066 -0.17
C -0.935 -4.158 -5.720 -0.19
O 0.185 -4.429 -4.890 -0.20
C 0.429 -5.815 -4.674 -0.11
H 0.562 -0.249 -2.598 0.07
H 0.164 -0.575 -4.298 0.09
H -1.147 -0.387 -3.126 0.10
H -1.739 -1.919 -1.839 0.10
H -0.481 -3.012 -1.244 0.13
H -2.447 -4.258 -1.952 0.12
H -1.087 -4.725 -2.919 0.10
H -1.495 -2.221 -4.905 0.10
H -2.744 -3.036 -5.789 0.13
H -0.557 -3.703 -6.637 0.12
H -1.459 -5.081 -6.005 0.12
H -0.488 -6.411 -4.706 0.09
H 0.877 -5.933 -3.685 0.09
H 1.135 -6.181 -5.422 0.08
```

Summary:
Molar mass, g mol⁻¹: 447.36
LUMO level, eV: -1.71
SMILES: NB(O)c1ccc2nsnc2c1.COCCOCCOC.COCCOCCOC
Net charge: 0

***

[2]
Molecular formula: C10H8ClNO2
Method: DFT, ωB97M-V/def2-TZVPD

```
22
Properties=species:S:1:pos:R:3:lowdin_charge:R:1
O 1.262 -2.670 -3.151 0.13
C 0.776 -1.994 -2.331 -0.22
C -0.502 -2.240 -1.524 -0.30
C -1.469 -1.165 -1.784 -0.27
O -2.514 -1.325 -2.282 0.14
N -0.168 -2.402 -0.191 0.03
C -0.073 -1.647 0.756 -0.64
Cl 0.242 -2.728 2.119 0.68
C -0.052 -0.198 1.046 -0.20
C 1.108 0.228 1.794 -0.03
C 1.333 1.573 1.959 -0.07
C 0.413 2.459 1.388 -0.09
C -0.697 2.059 0.697 -0.06
C -0.974 0.686 0.527 -0.05
H 1.347 -1.095 -1.921 0.15
H -0.961 -3.215 -1.850 0.18
H -1.126 -0.172 -1.360 0.11
H 1.850 -0.487 2.024 0.09
H 2.114 1.922 2.554 0.09
H 0.714 3.498 1.640 0.12
H -1.461 2.794 0.352 0.12
H -1.847 0.463 -0.059 0.10
```

Summary:
ΔE to the lowest compared entry with this formula, charge and spin, kcal per mole: 3.5
Molar mass, g mol⁻¹: 209.63
LUMO level, eV: -0.07
SMILES: O=CC(C=O)/N=C(/Cl)c1ccccc1
Net charge: 0

***

[3]
Molecular formula: C2H5N5
Method: DFT, ωB97M-V/def2-TZVPD

```
12
Properties=species:S:1:pos:R:3:lowdin_charge:R:1
H -0.171 -1.785 1.318 0.03
N -0.642 -0.940 1.638 0.12
C -0.543 -0.070 0.735 -0.43
C -1.118 1.297 0.668 -0.06
N -0.512 1.919 -0.277 0.06
N 0.166 0.986 -0.971 -0.06
N 0.084 -0.322 -0.487 -0.13
N 1.205 -1.207 -0.494 0.09
H -1.822 1.713 1.379 0.11
H 0.020 1.000 -1.936 0.11
H 2.143 -0.828 -0.283 0.11
H 1.190 -1.764 -1.289 0.05
```

Summary:
ΔE to the lowest compared entry with this formula, charge and spin, kcal per mole: 88.5
Molar mass, g mol⁻¹: 99.10
LUMO level, eV: 0.68
SMILES: [H]/N=c1/cn[nH]n1N
Net charge: 0

***

[4]
Molecular formula: C28H72FeN6O10
Method: DFT, ωB97M-V/def2-TZVPD

```
117
Properties=species:S:1:pos:R:3:mulliken_spin:R:1
Fe 0.203 -1.110 -2.342 3.70
C -0.617 0.765 -5.854 0.00
C -0.425 -0.100 -4.615 -0.01
O 0.689 -0.632 -4.377 0.06
O -1.273 -0.124 -3.682 0.04
H -0.869 1.788 -5.577 0.00
H -1.357 0.379 -6.552 0.00
H 0.341 0.835 -6.371 0.00
C -1.278 -1.085 1.569 0.00
C -0.751 -1.242 0.161 -0.02
O 0.409 -1.647 -0.101 0.02
O -1.393 -0.855 -0.865 0.04
H -1.846 -0.163 1.682 0.00
H -0.479 -1.000 2.305 0.00
H -1.930 -1.918 1.830 0.00
C 2.736 3.579 6.093 0.00
C 3.332 2.484 5.204 0.00
C 2.656 2.442 3.833 0.00
O 1.324 2.050 4.104 0.00
C 0.475 2.118 2.983 0.00
N 4.767 2.740 5.069 0.00
H 2.761 4.512 5.524 0.00
H 3.354 3.704 6.982 0.00
H 1.690 3.452 6.362 0.00
H 3.197 1.471 5.601 0.00
H 3.061 1.705 3.125 0.00
H 2.734 3.384 3.276 0.00
H -0.458 1.597 3.201 0.00
H 0.879 1.614 2.102 0.00
H 0.222 3.148 2.722 0.00
H 5.249 1.894 4.789 0.00
H 5.163 2.997 5.964 0.00
C -5.224 -0.797 -1.823 0.00
C -5.072 -0.798 -0.289 0.00
C -4.677 -2.160 0.256 0.00
O -5.519 -3.212 -0.104 0.00
C -6.734 -3.280 0.636 0.00
N -4.063 0.276 0.011 0.00
H -5.202 0.209 -2.229 0.00
H -6.164 -1.257 -2.138 0.00
H -4.417 -1.424 -2.208 0.00
H -6.002 -0.422 0.145 0.00
H -4.591 -2.119 1.356 0.00
H -3.673 -2.415 -0.101 0.00
H -6.439 -3.338 1.685 0.00
H -7.413 -4.064 0.318 0.00
H -7.297 -2.359 0.446 0.00
H -3.141 -0.131 -0.196 0.00
H -4.124 0.332 1.028 0.00
C -3.136 3.305 -3.497 0.00
C -1.759 3.289 -2.797 0.00
C -1.611 4.622 -2.056 0.00
O -0.259 5.022 -1.941 0.00
C -0.174 6.227 -1.219 0.00
N -1.663 2.106 -1.918 0.00
H -3.140 3.915 -4.402 0.00
H -3.905 3.697 -2.823 0.00
H -3.465 2.286 -3.704 0.00
H -1.001 3.189 -3.578 0.00
H -2.157 4.565 -1.108 0.00
H -2.121 5.333 -2.717 0.00
H 0.869 6.549 -1.285 0.00
H -0.378 6.034 -0.159 0.00
H -0.757 7.078 -1.583 0.00
H -2.437 2.184 -1.254 0.00
H -1.986 1.334 -2.501 0.00
C 1.929 -5.424 3.147 0.00
C 1.389 -4.106 2.590 0.00
C 1.999 -2.799 3.043 0.00
O 1.655 -2.420 4.334 0.00
C 2.198 -1.159 4.665 0.00
N 1.274 -4.196 1.110 0.00
H 3.005 -5.429 2.956 0.00
H 1.418 -6.297 2.754 0.00
H 1.783 -5.349 4.229 0.00
H 0.334 -4.036 2.908 0.00
H 1.657 -2.014 2.351 0.00
H 3.082 -2.864 2.839 0.00
H 1.752 -0.476 3.931 0.00
H 3.288 -1.173 4.597 0.00
H 1.860 -0.774 5.624 0.00
H 0.811 -3.311 0.865 0.00
H 0.636 -4.945 0.872 0.00
C 2.749 -4.680 -2.589 0.01
C 1.716 -3.606 -2.954 0.00
C 0.322 -4.076 -2.561 0.00
O -0.623 -3.057 -2.873 0.04
C -1.989 -3.483 -2.888 0.00
N 2.048 -2.322 -2.301 0.06
H 2.515 -5.563 -3.188 0.00
H 2.716 -4.945 -1.530 0.00
H 3.761 -4.320 -2.774 0.00
H 1.767 -3.427 -4.029 0.00
H 0.240 -4.369 -1.508 0.00
H 0.144 -5.026 -3.079 0.00
H -2.065 -4.295 -3.613 0.00
H -2.573 -2.617 -3.186 0.00
H -2.272 -3.787 -1.878 0.00
H 2.129 -2.424 -1.289 -0.01
H 2.965 -2.034 -2.626 0.00
C 3.351 0.561 -0.911 0.00
C 1.977 1.176 -0.690 0.02
C 2.075 2.687 -0.589 0.01
O 2.859 3.069 0.535 0.00
C 3.135 4.457 0.556 0.00
N 1.147 0.858 -1.914 0.06
H 3.373 -0.529 -0.882 0.00
H 4.017 0.849 -0.090 0.00
H 3.830 0.931 -1.820 0.00
H 1.518 0.769 0.209 0.00
H 1.054 3.061 -0.452 0.00
H 2.462 3.130 -1.515 0.00
H 2.240 5.076 0.629 0.00
H 3.701 4.712 -0.344 0.00
H 3.743 4.634 1.442 0.00
H 0.431 1.593 -1.838 -0.01
H 1.733 1.211 -2.673 0.00
```

Summary:
Multiplicity: 5
Expectation value of S²: 6.0072
Molar mass, g mol⁻¹: 708.76
LUMO level (spin up / spin down), eV: 0.65 / 0.65
Net charge: 0

***

[5]
Molecular formula: C36H96AsF6O36S12
Method: DFT, ωB97M-V/def2-TZVPD

```
187
Properties=species:S:1:pos:R:3:lowdin_charge:R:1
As 0.216 0.621 0.220 0.89
F 0.923 -0.031 -1.280 -0.28
F 0.542 2.295 -0.312 -0.26
F -0.510 1.331 1.727 -0.27
F -0.021 -1.060 0.625 -0.26
F 1.895 0.563 0.969 -0.29
F -1.333 0.666 -0.532 -0.24
O 6.079 1.272 -2.971 -0.33
S 4.994 2.251 -2.661 0.70
O 5.285 3.589 -2.105 -0.32
O 3.958 2.303 -3.943 -0.32
C 4.500 2.887 -5.171 -0.23
C 3.665 4.145 -5.491 -0.06
C 3.747 1.430 -1.471 -0.08
H 4.432 2.075 -5.895 0.12
H 5.517 3.251 -5.025 0.11
H 3.653 4.873 -4.679 0.09
H 2.649 3.869 -5.774 0.06
H 4.056 4.740 -6.317 0.08
H 3.281 0.650 -2.073 0.03
H 3.054 2.223 -1.190 0.05
H 4.336 0.999 -0.662 0.06
O 8.873 -0.746 5.218 -0.30
S 8.175 -1.790 4.423 0.71
O 7.904 -3.107 5.065 -0.32
O 6.852 -1.150 3.639 -0.31
C 5.719 -1.891 3.158 -0.23
C 4.736 -1.012 2.277 -0.04
C 9.103 -2.170 2.878 -0.11
H 5.203 -2.138 4.086 0.09
H 5.938 -2.820 2.631 0.12
H 4.535 -0.028 2.702 0.05
H 3.768 -1.478 2.096 0.07
H 5.078 -0.781 1.268 0.07
H 9.750 -1.349 2.569 0.07
H 8.468 -2.458 2.041 0.06
H 9.680 -3.049 3.165 0.06
O -2.628 1.879 -4.764 -0.30
S -1.885 2.150 -6.006 0.66
O -1.932 3.495 -6.522 -0.29
O -0.290 1.848 -5.723 -0.27
C -0.024 0.908 -4.707 -0.28
C 1.395 0.554 -5.011 -0.05
C -2.165 0.872 -7.351 -0.08
H -0.650 0.021 -4.618 0.11
H -0.046 1.371 -3.720 0.12
H 1.993 1.289 -5.551 0.07
H 1.455 -0.444 -5.444 0.08
H 1.999 0.513 -4.105 0.06
H -1.492 1.047 -8.191 0.07
H -3.208 0.838 -7.667 0.07
H -1.793 -0.015 -6.840 0.04
O -4.095 -0.089 5.226 -0.33
S -4.417 1.250 4.677 0.73
O -5.568 1.467 3.799 -0.31
O -4.586 2.328 6.012 -0.29
C -5.122 3.670 5.780 -0.28
C -6.308 3.832 6.699 -0.09
C -2.866 1.938 3.872 -0.08
H -5.207 3.988 4.741 0.12
H -4.412 4.388 6.189 0.11
H -6.949 4.713 6.682 0.08
H -6.021 3.848 7.750 0.08
H -6.996 3.001 6.543 0.08
H -2.838 2.933 4.316 0.06
H -2.809 1.836 2.788 0.04
H -2.043 1.318 4.228 0.04
O -6.054 1.918 -0.249 -0.31
S -4.649 2.149 0.159 0.71
O -4.295 3.187 1.098 -0.30
O -4.089 0.677 0.752 -0.27
C -4.495 -0.469 0.061 -0.31
C -4.012 -1.799 0.660 -0.03
C -3.589 2.299 -1.405 -0.08
H -4.277 -0.411 -1.005 0.08
H -5.585 -0.486 0.066 0.12
H -2.933 -1.887 0.532 0.07
H -4.511 -2.716 0.347 0.03
H -4.215 -1.721 1.729 0.09
H -4.085 3.084 -1.975 0.07
H -3.681 1.332 -1.900 0.03
H -2.517 2.429 -1.255 0.04
O 4.290 -2.019 -2.271 -0.28
S 3.104 -2.863 -2.417 0.70
O 2.039 -2.564 -3.387 -0.33
O 3.516 -4.452 -2.650 -0.27
C 2.576 -5.444 -2.443 -0.31
C 3.048 -6.647 -3.340 -0.06
C 2.248 -3.039 -0.766 -0.08
H 1.560 -5.225 -2.770 0.11
H 2.671 -5.826 -1.426 0.12
H 2.826 -6.434 -4.385 0.08
H 2.698 -7.607 -2.959 0.07
H 4.118 -6.851 -3.304 0.07
H 1.274 -3.504 -0.919 0.06
H 2.182 -2.056 -0.301 0.04
H 2.971 -3.734 -0.339 0.06
O 1.658 6.419 3.396 -0.30
S 1.428 5.270 2.528 0.65
O 1.756 5.402 1.117 -0.29
O 2.156 3.963 3.186 -0.27
C 2.849 3.069 2.334 -0.32
C 4.221 3.514 2.050 -0.06
C -0.288 4.666 2.740 -0.09
H 2.274 3.026 1.409 0.09
H 2.807 2.100 2.832 0.09
H 4.244 4.364 1.368 0.09
H 4.749 2.664 1.618 0.08
H 4.698 3.816 2.982 0.09
H -0.433 3.683 2.290 0.05
H -0.898 5.393 2.203 0.07
H -0.431 4.739 3.818 0.07
O -5.988 -3.073 -4.038 -0.32
S -4.872 -2.104 -4.145 0.70
O -4.872 -0.805 -3.512 -0.28
O -3.489 -2.990 -3.760 -0.29
C -2.388 -2.264 -3.264 -0.29
C -1.304 -3.220 -3.651 -0.05
C -4.608 -1.817 -5.977 -0.08
H -2.429 -2.072 -2.191 0.12
H -2.382 -1.355 -3.866 0.10
H -1.720 -4.210 -3.463 0.08
H -0.361 -2.898 -3.208 0.06
H -1.168 -3.225 -4.732 0.09
H -3.618 -1.360 -5.955 0.03
H -5.331 -1.100 -6.365 0.07
H -4.508 -2.783 -6.472 0.07
O 1.162 8.044 -5.850 -0.33
S 0.362 6.787 -5.835 0.70
O 0.637 5.769 -6.843 -0.31
O 0.376 6.133 -4.293 -0.27
C -0.066 4.801 -4.122 -0.28
C 0.128 4.397 -2.639 -0.03
C -1.426 7.326 -5.959 -0.09
H 0.426 4.149 -4.844 0.09
H -1.145 4.859 -4.268 0.10
H -0.528 3.574 -2.357 0.05
H -0.045 5.187 -1.909 0.09
H 1.153 4.059 -2.484 0.07
H -2.078 6.488 -5.710 0.05
H -1.510 7.719 -6.972 0.06
H -1.594 8.195 -5.323 0.06
O -5.824 -6.759 0.278 -0.31
S -5.553 -5.326 0.434 0.72
O -6.002 -4.598 1.642 -0.31
O -3.875 -5.125 0.330 -0.27
C -3.231 -5.445 -0.848 -0.33
C -1.805 -5.930 -0.535 -0.04
C -6.113 -4.327 -1.047 -0.10
H -3.278 -4.595 -1.529 0.09
H -3.686 -6.292 -1.361 0.12
H -1.141 -6.039 -1.392 0.07
H -1.993 -6.848 0.022 0.08
H -1.376 -5.274 0.223 0.07
H -7.058 -3.825 -0.839 0.08
H -6.280 -4.918 -1.947 0.07
H -5.393 -3.533 -1.245 0.03
O -2.047 -6.233 3.558 -0.33
S -1.155 -5.666 4.618 0.68
O 0.096 -6.308 4.902 -0.29
O -0.743 -4.141 4.170 -0.26
C -1.765 -3.366 3.626 -0.31
C -1.388 -1.905 3.765 -0.05
C -2.216 -5.347 6.162 -0.08
H -2.697 -3.620 4.131 0.11
H -1.868 -3.625 2.572 0.11
H -0.459 -1.710 3.229 0.07
H -1.286 -1.614 4.811 0.08
H -2.255 -1.345 3.414 0.07
H -2.131 -6.263 6.747 0.06
H -3.267 -5.180 5.924 0.07
H -1.699 -4.561 6.712 0.07
O 4.050 2.228 7.191 -0.31
S 3.822 0.786 7.285 0.72
O 3.933 -0.027 8.501 -0.29
O 2.287 0.535 6.667 -0.26
C 1.741 1.400 5.707 -0.33
C 1.104 0.671 4.631 -0.08
C 4.738 0.000 5.864 -0.10
H 2.397 2.206 5.376 0.11
H 0.976 1.951 6.255 0.13
H 1.750 0.331 3.822 0.07
H 0.217 1.139 4.203 0.07
H 0.744 -0.241 5.108 0.08
H 5.820 0.051 5.983 0.06
H 4.538 0.389 4.865 0.05
H 4.438 -1.047 5.919 0.06
```

Summary:
ΔE to the lowest compared entry with this formula, charge and spin, kcal per mole: 172.3
Molar mass, g mol⁻¹: 1678.84
LUMO level, eV: 1.11
Net charge: -1

***

Q: Which energy values were calculated for the entries above? A: -49520.1943 -28604.2795 -9602.1851 -94007.0267 -319760.6517, in eV.